(1)
The following is a quantum chemistry calculation of C7H9N in the gas phase in a non-equilibrium geometry, from OMol25.

Each atom is followed by the atoms it is bonded to, with distances in Å.
Atoms and positions in Å:
1 C -1.56662 -0.70831 1.07537  N2 1.448, H9 1.055, H10 1.167, H11 1.128
2 N -0.92054 -1.17326 -0.13460  C1 1.448, C3 1.520, C8 1.450
3 C 0.58347 -1.14856 -0.35142  N2 1.520, C4 1.490, C8 1.546, H12 1.052
4 C 1.44698 -0.41593 0.61672  C3 1.490, C5 1.386, H13 1.041
5 C 1.16997 0.92764 0.81392  C4 1.386, C6 1.472, H14 1.094
6 C 0.32029 1.76846 -0.04488  C5 1.472, C7 1.349, H15 1.126
7 C -0.20928 1.14190 -1.11615  C6 1.349, C8 1.484, H16 1.069
8 C -0.41530 -0.32538 -1.19740  N2 1.450, C3 1.546, C7 1.484, H17 1.123
9 H -2.53789 -0.49109 0.72667  C1 1.055
10 H -1.24164 0.24368 1.66697  C1 1.167
11 H -1.56035 -1.58565 1.78389  C1 1.128
12 H 0.99024 -2.00944 -0.79922  C3 1.052
13 H 2.29112 -0.84765 1.04656  C4 1.041
14 H 1.74754 1.44784 1.58403  C5 1.094
15 H 0.22637 2.87057 0.16639  C6 1.126
16 H -0.72993 1.79703 -1.78201  C7 1.069
17 H -0.71871 -0.65147 -2.22806  C8 1.123

- Charge: 0
- LUMO level: 0.78 eV
- SMILES: CN1[C@@H]2C=CC=C[C@@H]21
- HOMO: -0.31429 Eh
- Energy above the lowest of the compared OMol25 structures with the same formula, charge and spin: 278.5 kJ/mol

(2)
The following is a quantum chemistry calculation of C7H9N in the gas phase in a non-equilibrium geometry, from OMol25.

Each atom is followed by the atoms it is bonded to, with distances in Å.
Atoms and positions in Å:
1 C 1.80103 -1.25737 -0.38160  C2 1.327, H9 1.082, H10 1.081
2 C 0.59603 -0.70229 -0.37516  C1 1.327, C3 1.486, C7 1.617
3 C -0.00273 0.28670 -1.30951  C2 1.486, C4 1.516, H11 1.093, H12 1.089
4 C -0.58722 0.96783 -0.08766  C3 1.516, C5 1.484, N6 1.316
5 C -0.59116 2.44597 0.04623  C4 1.484, H13 1.089, H14 1.084, H15 1.090
6 N -1.24820 0.18748 0.74038  C4 1.316, C7 1.365
7 C -0.57875 -1.00151 0.69520  C2 1.617, N6 1.365, C8 1.328
8 C -0.67903 -2.06503 1.48417  C7 1.328, H16 1.078, H17 1.078
9 H 2.44948 -1.19999 -1.24534  C1 1.082
10 H 2.12605 -1.90214 0.42225  C1 1.081
11 H -0.77426 -0.10881 -1.97483  C3 1.093
12 H 0.71408 0.89061 -1.86357  C3 1.089
13 H -1.33648 2.87405 -0.62311  C5 1.089
14 H -0.83184 2.73996 1.06164  C5 1.084
15 H 0.38512 2.85046 -0.22191  C5 1.090
16 H -0.14221 -2.97436 1.26826  C8 1.078
17 H -1.29993 -2.03156 2.36455  C8 1.078

- Charge: 0
- LUMO level: 0.57 eV
- SMILES: C=C1CC(C)=NC1=C
- HOMO: -0.30759 Eh
- Energy above the lowest of the compared OMol25 structures with the same formula, charge and spin: 265.4 kJ/mol

(3)
The following is a quantum chemistry calculation of 2 unconnected molecules or ions with the total composition C7H9N in a non-equilibrium geometry, from OMol25.

Each atom is followed by the atoms it is bonded to, with distances in Å.
Atoms and positions in Å:
1 C -2.07776 0.36914 -0.41158  C2 1.439, C6 1.394, H7 1.104
2 C -1.79674 -1.02123 -0.17157  C1 1.439, C3 1.334, H8 1.089
3 C -0.69465 -1.32480 0.51532  C2 1.334, N4 1.337, H9 1.101
4 N 0.12267 -0.40391 1.03688  C3 1.337, C5 1.327
5 C -0.08369 0.89811 0.88250  N4 1.327, C6 1.422, H10 1.147
6 C -1.22418 1.31947 0.14551  C1 1.394, C5 1.422, H11 1.135
7 H -2.82220 0.67015 -1.16955  C1 1.104
8 H -2.54658 -1.68256 -0.60388  C2 1.089
9 H -0.38543 -2.36551 0.69901  C3 1.101
10 H 0.68703 1.52237 1.45789  C5 1.147
11 H -1.42509 2.39237 -0.16621  C6 1.135
12 C 2.03330 0.61414 -0.35345  C13 1.324, H14 1.131, H15 1.067
13 C 2.08304 -0.70913 -0.33958  C12 1.324, H16 1.093, H17 1.090
14 H 1.04945 1.12174 -0.58689  C12 1.131
15 H 2.91382 1.17552 -0.13291  C12 1.067
16 H 1.16405 -1.28204 -0.48742  C13 1.093
17 H 3.00295 -1.29383 -0.31408  C13 1.090

- Charge: 0
- LUMO level: 0.87 eV
- SMILES: c1ccncc1.C=C
- HOMO: -0.31725 Eh
- Energy above the lowest of the compared OMol25 structures with the same formula, charge and spin: 327.2 kJ/mol